[1]
36
Properties=species:S:1:pos:R:3:forces:R:3:mulliken_charge:R:1 method="wB97M-V/def2-TZVPD" e_lumo_ha=-0.322 total_charge=+1 homo_lumo_gap_ev=4.290 total_energy_ha=-5799.59089
Be -15.25571 16.35726 15.26835 2.1 -1.0 -4.3 0.84
B -14.35176 15.83553 13.08093 -2.5 -0.3 1.9 0.90
H -14.91753 14.87749 13.27569 -0.9 -1.9 0.3 -0.28
H -13.66770 16.09220 13.97076 1.7 0.6 2.9 -0.07
H -13.71234 15.72883 12.15743 1.6 0.1 -1.4 -0.46
H -15.11818 16.66475 12.93808 -1.7 2.0 -0.3 -0.16
C -17.01031 12.13020 14.96042 -0.8 0.2 0.7 0.10
Cl -15.68154 13.30393 15.22066 0.4 0.2 0.0 -0.09
Cl -18.27741 12.49233 16.19386 0.4 -0.4 -1.0 -0.14
H -17.34727 12.19689 13.92784 -0.2 0.5 0.3 -0.09
H -16.62131 11.12436 15.10319 0.2 0.2 0.4 0.33
C -16.46099 14.29165 10.84722 0.2 0.1 0.4 0.57
Cl -17.47730 12.97684 11.46875 -0.1 0.0 -0.1 -0.21
Cl -16.22671 14.22204 9.12966 0.0 -0.1 -0.7 -0.13
H -16.92772 15.24298 11.08993 0.0 -0.1 0.1 0.24
H -15.48583 14.19285 11.31370 -0.2 0.0 0.1 -0.49
C -13.47477 16.65098 9.38166 -0.7 -0.5 0.4 0.37
Cl -12.31683 15.31361 9.18950 -0.1 0.3 0.0 -0.14
Cl -14.19201 17.18641 7.86365 0.4 0.2 0.1 -0.14
H -14.30988 16.25620 9.95606 0.1 -0.1 0.0 -0.26
H -13.02464 17.44796 9.96837 0.2 0.1 -0.5 0.18
C -12.72424 12.66763 12.48633 0.8 0.2 -0.1 0.19
Cl -12.38793 13.28751 14.10688 0.4 0.4 0.1 -0.15
Cl -13.82778 11.35912 12.61218 -1.2 -0.9 -0.2 -0.13
H -13.10861 13.46104 11.84972 0.0 0.0 0.1 -0.22
H -11.81418 12.23260 12.07983 0.1 0.4 0.1 0.37
C -10.59920 16.85876 12.27522 -0.8 -0.5 0.4 0.37
Cl -9.25398 16.98841 11.17098 0.0 0.2 0.0 -0.13
Cl -10.12000 16.59200 13.97506 0.0 0.1 -0.2 -0.17
H -11.26488 17.71925 12.26272 0.4 0.3 -0.1 0.10
H -11.20855 15.99822 12.00603 0.2 -0.1 -0.1 -0.19
C -14.69954 20.06364 13.25111 0.4 0.6 -0.3 -0.37
Cl -14.65253 19.69876 11.51952 -0.2 -0.3 0.7 -0.07
Cl -13.91822 18.82911 14.31393 -0.3 -0.2 0.3 -0.11
H -14.07037 20.94076 13.37936 -0.1 0.0 0.2 0.33
H -15.70006 20.24902 13.63043 0.0 -0.2 -0.3 0.34

---

[2]
39
Properties=species:S:1:pos:R:3:forces:R:3:mulliken_charge:R:1 method="wB97M-V/def2-TZVPD" e_lumo_ha=-0.023 homo_lumo_gap_ev=7.802 total_energy_ha=-3947.17921
C -1.93346 1.62140 -2.20201 -0.2 0.0 0.0 -0.86
O -1.55549 1.51629 -0.81700 -0.9 0.5 -0.9 -0.49
C -0.34528 0.99108 -0.67086 1.5 -0.8 0.7 0.57
C 0.10183 -0.09111 -1.45655 0.9 1.1 0.9 -0.74
C 1.41446 -0.54403 -1.28594 -0.7 -0.6 -0.2 0.47
O 1.78642 -1.64207 -2.00244 0.7 -0.1 0.0 -0.46
C 1.49047 -2.88763 -1.33206 -0.7 -0.9 -0.6 -0.66
C 0.11796 -3.33988 -1.84826 -1.7 -0.4 2.4 -0.76
C -0.97966 -3.72354 -1.08926 3.0 0.9 -1.0 1.23
C -2.29218 -3.92724 -1.73158 -0.1 0.0 -1.6 -1.37
C -0.97025 -3.90560 0.41067 -0.6 0.7 -0.3 -1.34
C 2.27941 0.04868 -0.36289 0.1 -0.9 -0.5 -0.76
Br 4.03386 -0.61646 -0.03441 -0.4 0.0 -0.3 -0.16
C 1.81632 1.05369 0.41618 -0.5 1.2 1.2 -0.03
C 0.49133 1.53389 0.33999 0.4 0.2 0.1 1.41
C -0.01827 2.61001 1.21905 1.3 0.6 0.6 -0.76
C 0.60808 3.34477 2.19746 -0.6 -0.9 -0.9 0.30
S 2.21859 3.22282 2.89592 0.2 -0.3 0.0 -0.17
C 1.80958 4.41119 4.14669 1.6 1.4 1.7 0.58
O 2.54847 4.90337 4.97148 0.4 -1.0 -0.6 -0.57
N 0.53397 4.84822 4.05031 0.8 -0.8 -0.4 -0.09
C -0.09029 4.43002 2.93278 -3.5 0.9 -1.0 -0.07
O -1.16272 4.95361 2.65631 0.6 -0.8 -0.7 -0.63
H -1.06868 1.88168 -2.82270 -0.1 0.0 0.2 0.37
H -2.34770 0.67784 -2.56179 -0.1 0.1 0.0 0.30
H -2.67760 2.40971 -2.27305 -0.1 -0.1 0.1 0.29
H -0.51730 -0.55632 -2.20004 -0.1 -0.1 -0.1 0.38
H 2.24387 -3.65172 -1.61241 -0.1 0.8 0.0 0.28
H 1.55472 -2.74542 -0.24871 -0.2 -0.1 -0.1 0.43
H -0.02089 -3.21777 -2.91683 0.1 0.0 0.0 0.36
H -2.51161 -5.00063 -1.79538 -0.3 0.2 0.3 0.35
H -3.07327 -3.37632 -1.20093 -0.1 -0.3 0.0 0.33
H -2.25066 -3.55873 -2.79026 -0.2 -0.3 0.9 0.34
H -1.58848 -4.77528 0.68846 0.3 0.3 0.0 0.37
H 0.02468 -3.98758 0.82448 0.2 -0.2 0.1 0.37
H -1.44530 -2.99349 0.84324 0.2 -0.6 0.0 0.27
H 2.51756 1.46917 1.14716 -0.4 -0.1 -0.3 0.14
H -1.03660 2.89250 1.03194 -0.3 0.2 0.0 0.50
H 0.29412 5.72090 4.48322 -0.2 0.1 0.2 0.29